[1]
Entry from the Open Molecules 2025 dataset: 2 unconnected molecules or ions with the total composition C2H2O2S2 (ωB97M-V/def2-TZVPD).

## Properties
E_HOMO   -0.3413 hartree
Orbital gap   0.2871 hartree
DFT total energy   -27867.505 eV
Lowest unoccupied orbital energy   -1.47 eV

Last column: Mulliken charge in e.
Element x y z (Å)
C -0.02 2.40 -0.74  -0.34
C 0.43 1.14 -0.24  -0.20
O 0.77 -2.69 0.55  -0.36
O -1.14 -1.47 -0.14  -0.35
S -1.18 1.63 0.19  0.01
S -0.58 -2.34 0.83  0.71
H 0.55 0.48 -1.00  0.25
H 1.16 0.85 0.56  0.29

***

[2]
Entry from the Open Molecules 2025 dataset: a molecular structure, C29H41N3O5S3SiY (ωB97M-V/def2-TZVPD).

## Properties
E_HOMO   -0.3378 hartree
Orbital gap   0.2337 hartree
DFT total energy   -86868.856 eV
Charge   +1
Lowest unoccupied orbital energy   -2.83 eV

Last column: Mulliken charge in e.
Element x y z (Å)
Y -0.16 0.67 -0.07  1.25
C -2.12 2.47 -2.06  -0.71
C -2.62 2.89 -0.70  -0.52
O -1.53 2.69 0.20  0.12
C -1.66 3.24 1.52  -0.60
C -0.28 3.13 2.14  -0.67
O 0.26 1.80 1.97  -0.32
C 0.40 0.95 3.13  -1.12
C -0.69 -0.09 3.11  -0.35
O -0.68 -0.63 1.77  0.65
C -1.03 -2.00 1.55  -0.19
C -2.00 -2.08 0.38  -0.52
O -1.59 -1.15 -0.65  -0.28
C -2.66 -0.88 -1.58  -0.41
C -2.11 0.04 -2.63  -0.89
O -1.48 1.19 -2.00  -0.27
H -1.36 3.17 -2.41  0.25
H -2.94 2.45 -2.78  0.54
H -3.48 2.29 -0.39  0.12
H -2.91 3.94 -0.72  0.55
H -2.41 2.66 2.06  0.18
H -1.95 4.29 1.46  0.55
H -0.31 3.39 3.20  0.53
H 0.42 3.79 1.63  0.22
H 0.36 1.55 4.04  0.47
H 1.39 0.49 3.04  0.34
H -1.68 0.32 3.30  0.25
H -0.48 -0.87 3.83  0.49
H -1.52 -2.41 2.43  -0.28
H -0.11 -2.55 1.35  0.42
H -3.01 -1.82 0.69  0.08
H -1.98 -3.09 -0.04  0.53
H -3.49 -0.44 -1.02  0.25
H -2.98 -1.82 -2.05  0.42
H -2.89 0.38 -3.31  0.50
H -1.32 -0.45 -3.20  0.24
N 1.13 2.58 -0.95  -0.48
C 1.73 3.45 -1.39  0.30
C 2.48 4.52 -1.98  0.46
C 3.59 4.23 -2.77  -0.15
C 4.32 5.28 -3.30  -0.75
C 3.94 6.59 -3.04  -0.39
C 2.83 6.87 -2.25  -0.71
C 2.10 5.83 -1.71  -0.53
H 3.87 3.20 -2.96  0.45
H 5.18 5.08 -3.92  0.42
H 4.52 7.41 -3.46  0.41
H 2.55 7.89 -2.05  0.40
H 1.23 6.03 -1.09  0.48
S -6.76 -3.98 3.35  -0.30
C -5.72 -2.75 3.05  0.23
S -5.87 -1.61 1.74  -0.12
C -4.39 -0.80 2.22  -0.09
N -3.83 -1.35 3.26  -0.41
N -4.59 -2.42 3.71  0.36
C -4.14 -3.06 4.91  0.07
C -2.89 -3.66 4.94  0.05
C -2.43 -4.25 6.10  -0.86
C -3.23 -4.25 7.24  -0.45
C -4.49 -3.66 7.20  -0.66
C -4.95 -3.07 6.03  -0.15
S -3.82 0.60 1.40  -0.53
H -2.28 -3.68 4.04  0.30
H -1.46 -4.72 6.12  0.38
H -2.88 -4.71 8.15  0.40
H -5.12 -3.67 8.08  0.38
H -5.93 -2.61 5.99  0.46
C 3.46 0.67 -2.54  -1.06
Si 2.90 -0.94 -1.72  0.09
C 4.45 -1.90 -1.30  -1.10
C 1.90 -1.91 -2.98  -0.95
C 1.84 -0.58 -0.25  -0.11
H 4.18 0.47 -3.33  0.46
H 3.95 1.31 -1.80  0.31
H 2.62 1.22 -2.97  0.35
H 5.06 -2.10 -2.18  0.30
H 4.20 -2.87 -0.85  0.29
H 5.06 -1.35 -0.58  0.33
H 2.48 -2.15 -3.87  0.40
H 1.02 -1.34 -3.31  0.14
H 1.54 -2.85 -2.55  0.31
H 2.48 -0.11 0.52  0.37
H 1.57 -1.57 0.16  0.06

***

[3]
Entry from the Open Molecules 2025 dataset: C3H6N2O in the gas phase (ωB97M-V/def2-TZVPD).

## Properties
E_HOMO   -0.3603 hartree
Orbital gap   0.3929 hartree
DFT total energy   -8236.653 eV
Structure (SMILES)   O=C1NCCN1
Lowest unoccupied orbital energy   0.89 eV

Last column: Mulliken charge in e.
Element x y z (Å)
O 0.43 2.21 -1.28  -0.61
C 0.24 1.18 -0.67  0.34
N -0.70 0.21 -0.99  -0.22
C -0.45 -1.01 -0.24  -0.43
C 0.25 -0.45 1.00  -0.41
N 0.91 0.74 0.48  -0.30
H -1.02 0.18 -1.94  0.25
H 0.21 -1.70 -0.79  0.26
H -1.38 -1.53 0.03  0.29
H -0.49 -0.16 1.76  0.27
H 0.97 -1.14 1.45  0.30
H 1.03 1.45 1.18  0.27